Density functional theory data (ωB97M-V/def2-TZVPD) for a molecular structure, C37H53KN11O5PSe2 at a distorted geometry.

```
110
Properties=species:S:1:pos:R:3:lowdin_charge:R:1
Se -0.08940 5.60676 -0.27299 1.14
Se 2.87888 1.97357 -0.96886 0.64
K 0.28952 -0.05756 -0.60904 0.62
P -2.91734 -1.54981 0.93636 1.16
O 1.77650 -1.73528 2.83141 -0.16
O 1.51948 1.62842 2.91642 -0.22
O 1.68373 -0.20699 -2.87758 -0.10
O 0.91997 0.63405 -4.72385 0.03
O 1.47792 -1.44179 0.64562 -0.29
N 0.80397 0.35977 -3.51792 -0.40
N 3.84269 0.81597 1.43689 0.13
N -0.13664 5.98441 1.44640 -0.23
N -1.61642 2.67555 1.63358 0.14
N 1.51498 -2.98860 -1.89169 0.13
N -2.08313 1.37495 -1.07334 0.02
N -0.84815 4.02484 -0.12288 -0.25
N -2.34448 1.51838 -2.45193 0.01
N 4.49297 -0.30504 -0.30847 -0.06
N -0.28102 0.68595 -2.78498 0.02
N -1.57583 1.46287 -4.63013 0.20
C -1.40168 -3.46360 4.88212 -0.08
C 2.40717 -6.43056 -2.88905 -0.11
C -0.67502 4.93482 2.03000 -0.39
C 4.58377 -0.25114 1.91849 -0.18
C 6.14202 -2.49706 2.20048 -0.10
C -1.41742 3.62237 3.86044 -0.05
C 4.92099 -0.64985 3.19945 -0.01
C -5.57052 -2.26621 1.96804 -0.09
C 1.97877 -5.35846 -2.11950 -0.05
C 2.43236 -3.87350 -3.95512 -0.04
C 2.85630 -4.95270 -4.71620 -0.10
C -1.07221 3.84313 1.16264 -0.44
C 3.76593 0.77319 0.08850 -0.75
C -1.47321 -1.68881 3.26553 -0.11
C -5.40384 -0.61117 0.10229 -0.10
C -4.71661 -1.15618 1.36053 -0.70
C -1.36275 1.23670 -3.32992 -0.39
C 2.84826 -6.24048 -4.19297 -0.12
C -1.75722 2.59198 2.91882 -0.13
C -2.28553 -4.19771 4.09668 -0.08
C -2.76068 -3.67453 2.90356 -0.11
C 1.39435 -0.93956 1.77671 -0.37
C -4.61028 -0.01277 2.38134 -0.12
C 4.65605 -0.76407 -1.67422 -0.02
C 1.98836 -4.06165 -2.64064 -0.32
C 5.70768 -1.78658 3.32274 -0.09
C -2.36782 -2.40469 2.46924 -0.36
C 2.18080 -3.08616 2.55241 -0.07
C 5.00614 -0.96484 0.80354 -0.16
C 5.79636 -2.09653 0.91643 -0.01
C -1.49553 -3.59634 -0.22131 -0.10
C -0.88624 4.78762 3.43508 0.01
C -0.99060 -2.21023 4.46118 -0.08
C -2.83519 -2.87152 -0.41379 -0.68
C -2.76005 -2.07933 -1.73406 -0.11
C -3.96052 -3.89912 -0.52550 -0.09
C 1.32520 1.37983 4.29576 -0.17
H 1.63136 -5.51748 -1.10303 0.11
H -1.88538 -1.42438 -1.74640 0.04
H -3.71270 -4.60416 -1.32727 0.09
H -6.38654 -0.20483 0.36462 0.09
H -3.44213 -4.27012 2.30866 0.09
H -2.95208 1.31155 -0.56277 0.06
H 1.58527 -3.06592 -0.88483 0.06
H 2.01762 -3.65183 3.46731 0.08
H 1.80395 -2.08053 -2.21604 0.03
H 3.23646 -3.11778 2.27643 0.07
H -4.91591 -3.43721 -0.77830 0.06
H 1.84788 0.47421 4.62307 0.07
H 0.26006 1.25804 4.54100 0.06
H -0.61356 5.58568 4.11420 0.12
H 6.75829 -3.37679 2.33400 0.10
H -3.64380 -1.45244 -1.88130 0.06
H -0.27298 -1.64177 5.03992 0.10
H 5.99012 -2.13240 4.30894 0.10
H -4.82015 0.19414 -0.35474 0.06
H 1.70490 2.23264 4.86072 0.08
H 1.58953 -3.50886 1.74181 0.07
H -2.60324 -5.18451 4.41352 0.10
H 3.20151 -4.78243 -5.72998 0.10
H 4.57585 -0.10141 4.06689 0.12
H -0.78007 1.31399 -5.23424 0.09
H 3.24304 1.42271 1.99915 0.12
H -2.68592 -2.77064 -2.57964 0.09
H 6.12904 -2.64498 0.04408 0.11
H -5.72017 -3.10102 1.28324 0.06
H 4.03066 -0.15280 -2.31889 0.04
H -4.08976 -4.48318 0.38647 0.06
H -1.58494 3.44536 4.91449 0.11
H 5.69762 -0.67138 -1.98444 0.10
H -5.55632 -1.38727 -0.64958 0.06
H -3.09170 2.12146 -2.75586 0.15
H -5.61183 0.35087 2.63809 0.09
H -1.23903 -4.14336 -1.13391 0.09
H 1.29027 0.76608 2.42982 0.01
H -2.41296 1.90874 -4.95671 0.12
H -4.12820 -0.35072 3.30289 0.08
H -4.03233 0.82524 1.97856 0.05
H -6.55820 -1.85705 2.21153 0.09
H -1.53677 -4.30219 0.60865 0.08
H -2.16522 1.65306 3.28697 0.10
H 4.34559 -1.80793 -1.74948 0.09
H 3.18509 -7.07884 -4.78966 0.09
H 2.39761 -7.42755 -2.46205 0.10
H 2.44183 -2.86979 -4.36894 0.11
H -1.11864 -0.72185 2.92436 0.08
H -0.68124 -2.89650 -0.01777 0.05
H -1.58104 2.18818 -0.72150 0.02
H -1.03326 -3.87734 5.81342 0.10
H -5.13580 -2.64430 2.89295 0.07
```

Output
LUMO energy, eV: -1.12
Molecular weight, g mol⁻¹: 959.9
HOMO, eV: -7.1
Kohn-Sham gap, Eh: 0.2182
Energy, eV: -222161.1121
Relative energy (zero: lowest compared OMol25 entry of this formula, charge and spin), kcal per mole: 72.3